(1)
C22H21F6O2Zr as an isolated structure in a non-equilibrium geometry, computed with ωB97M-V/def2-TZVPD.

Output
HOMO level (spin up / spin down) (eV): -10.879 / -10.878
Frontier orbital gap (spin up / spin down) (eV): 4.9 / 4.9
E_LUMO (spin up / spin down) (eV): -5.989 / -5.989
Energy (eV): -44824.3088
Largest force on an atom (eV/Å): 3.158

Structure (ORCA input):
```
! RIJCOSX wB97M-V def2-TZVPD def2/J DEFGRID3
* xyz 1 1
C 0.45 -1.68 1.55
C -0.89 -1.89 1.08
C -0.80 -2.19 -0.32
H -1.80 -1.92 1.67
C 0.59 -2.15 -0.70
C 1.36 -1.81 0.45
H 2.44 -1.81 0.60
H 0.83 -1.57 2.57
H -1.65 -2.52 -0.93
H 1.00 -2.49 -1.65
C -0.98 2.11 0.18
C -0.63 1.70 1.51
C 0.79 1.48 1.57
H -1.35 1.71 2.31
C 1.34 1.84 0.30
C 0.24 2.24 -0.56
H 0.34 2.71 -1.53
H -1.99 2.42 -0.06
H 1.34 1.21 2.47
H 2.40 1.95 0.10
Zr -0.08 -0.02 0.00
O -0.30 -0.15 -3.90
C -1.42 -0.89 -4.42
C -0.10 -0.92 -5.16
H -1.68 -1.78 -3.83
H -2.24 -0.32 -4.89
H 0.47 -1.85 -5.04
H 0.81 -1.92 -7.49
C 0.56 -0.86 -7.58
C 0.08 -0.19 -6.43
C -0.28 1.17 -6.55
H -0.65 1.71 -5.68
C -0.12 1.83 -7.77
H -0.38 2.89 -7.84
C 0.36 1.15 -8.90
H 0.47 1.68 -9.85
C 0.70 -0.21 -8.80
H 1.07 -0.74 -9.68
C -2.08 -0.99 4.84
C -0.90 -0.16 4.34
O -1.01 -0.15 3.05
C -1.02 1.35 4.82
F -1.06 1.47 6.17
F 0.00 2.12 4.35
F -2.18 1.87 4.32
C 0.47 -0.78 4.91
F 0.53 -0.69 6.27
F 0.54 -2.10 4.59
F 1.58 -0.18 4.39
H -2.99 -0.57 4.38
H -2.11 -0.95 5.93
H -1.97 -2.00 4.45
*
```

Taken from the Löwdin analysis, the atomic charges in e are: -0.151, -0.151, -0.161, 0.138, -0.165, -0.151, 0.142, 0.104, 0.133, 0.132, -0.149, -0.154, -0.150, 0.102, -0.146, -0.159, 0.130, 0.136, 0.119, 0.133, 1.899, -0.118, -0.113, -0.201, 0.104, 0.127, 0.148, 0.113, -0.034, -0.188, -0.035, 0.112, -0.073, 0.108, -0.072, 0.110, -0.073, 0.110, 0.013, -0.528, -0.232, -0.493, 0.141, 0.129, 0.127, -0.477, 0.143, 0.115, 0.120, 0.098, 0.095, 0.092

***

(2)
C22H21IrN3O2 as an isolated structure in a non-equilibrium geometry, computed with ωB97M-V/def2-TZVPD.

Output
HOMO level (spin up / spin down) (eV): -1.199 / -4.193
Frontier orbital gap (spin up / spin down) (eV): 4.1 / 7.1
E_LUMO (spin up / spin down) (eV): 2.866 / 2.861
Energy (eV): -34553.8480
Largest force on an atom (eV/Å): 3.400

Structure (ORCA input):
```
! RIJCOSX wB97M-V def2-TZVPD def2/J DEFGRID3
* xyz -1 5
C -0.55 0.73 -4.83
C 0.84 1.05 -4.66
C 0.98 2.02 -3.63
C -0.31 2.39 -3.18
C -1.30 1.60 -3.90
Ir -0.41 -0.08 -2.83
N -2.14 0.83 -1.93
C 0.34 -1.77 -3.44
C 1.51 -0.99 -3.11
H 1.91 2.38 -3.22
H 1.66 0.59 -5.19
H -0.55 3.12 -2.42
H -2.35 1.83 -4.01
H -1.00 0.09 -5.59
H 2.17 -0.72 -3.94
H 0.10 -2.59 -2.75
H -3.02 0.26 -1.82
H 2.07 -1.22 -2.21
H 0.14 -1.89 -4.50
O 1.31 2.31 -0.87
C 0.76 1.38 -0.32
N 0.48 1.28 1.04
C 0.03 -0.03 1.42
C -0.19 -0.68 0.05
O -0.69 -1.78 -0.14
N 0.24 0.19 -0.90
C 1.17 -0.69 2.19
C 1.83 -1.80 1.68
C 2.93 -2.34 2.37
C 3.36 -1.76 3.56
C 2.69 -0.63 4.07
C 1.59 -0.10 3.39
C -1.27 0.06 2.18
C -1.50 -0.65 3.36
C -2.73 -0.52 4.03
C -3.73 0.31 3.52
C -3.50 1.01 2.32
C -2.28 0.86 1.64
H 0.89 1.97 1.64
H 1.49 -2.28 0.76
H 3.43 -3.22 1.95
H 4.21 -2.17 4.10
H 3.01 -0.16 5.01
H 1.06 0.77 3.79
H -0.73 -1.31 3.75
H -2.89 -1.08 4.96
H -4.68 0.41 4.04
H -4.27 1.66 1.90
H -2.12 1.36 0.68
*
```

Taken from the Löwdin analysis, the atomic charges in e are: -0.291, -0.216, -0.164, -0.179, -0.320, 1.357, -0.179, -0.400, -0.255, 0.092, 0.088, 0.093, 0.085, 0.087, 0.040, 0.048, -0.065, 0.049, 0.029, 0.033, -0.496, 0.140, -0.305, -0.494, 0.026, -0.040, -0.147, -0.003, -0.079, -0.107, -0.088, -0.049, -0.138, -0.027, -0.095, -0.111, -0.077, -0.013, 0.148, 0.114, 0.100, 0.092, 0.096, 0.122, 0.113, 0.095, 0.091, 0.099, 0.100

***

(3)
C22H21N5O2S3 as an isolated structure in a non-equilibrium geometry, computed with ωB97M-V/def2-TZVPD.

Output
HOMO level (eV): -7.406
Frontier orbital gap (eV): 7.2
E_LUMO (eV): -0.176
Energy (eV): -67185.2386
Largest force on an atom (eV/Å): 17.431

Structure (ORCA input):
```
! RIJCOSX wB97M-V def2-TZVPD def2/J DEFGRID3
* xyz 0 1
C -5.15 -3.59 -0.41
H -5.41 -2.66 -0.92
H -4.53 -4.05 -1.31
H -5.99 -4.20 -0.16
C -4.21 -3.50 0.50
H -4.79 -2.88 1.53
O -3.17 -2.74 0.41
C -3.19 -1.26 -0.19
C -4.31 -0.44 0.09
C -4.17 0.84 -0.17
C -3.14 1.61 -0.74
C -2.09 0.71 -1.11
C -1.99 -0.91 -0.78
N -0.93 -1.52 -0.83
C 0.30 -1.32 -1.35
N 0.68 -0.18 -1.49
N 2.08 -0.28 -1.78
C 2.62 -1.27 -1.54
S 4.49 -1.30 -1.75
C 4.81 -0.27 -0.13
C 4.79 -1.27 0.83
O 5.67 -1.84 1.40
N 3.64 -1.32 1.66
C 2.42 -0.66 1.76
N 2.28 0.60 0.81
C 1.09 0.91 1.22
C 0.22 -0.15 1.94
S 1.10 -1.22 2.38
H -0.91 0.11 2.31
C 0.64 2.13 0.73
C 1.38 2.85 -0.40
C 0.96 3.91 -1.05
C -0.12 4.63 -0.47
C -0.94 3.90 0.50
C -0.58 2.76 1.10
H -1.10 2.61 1.93
H -1.78 4.54 0.70
H -0.45 5.55 -0.67
H 1.57 4.41 -1.70
H 2.14 2.35 -0.61
H 3.75 -2.28 2.42
C 6.08 0.35 -0.25
H 6.13 0.77 -1.41
H 6.91 -0.65 -0.49
H 6.35 1.03 0.24
H 4.22 0.38 -0.19
S 1.66 -2.65 -1.08
H -1.01 -2.70 -0.53
H -1.07 1.10 -1.57
H -3.18 2.52 -0.97
H -5.04 1.55 0.00
H -5.12 -0.81 0.60
H -3.66 -4.20 0.95
*
```

Taken from the Löwdin analysis, the atomic charges in e are: -0.112, 0.091, 0.146, 0.096, -0.512, 0.177, -0.098, -0.048, -0.069, -0.152, -0.047, 0.090, -0.229, 0.042, -0.552, 0.108, -0.017, -0.991, 0.964, -0.525, -0.579, 0.084, 0.054, -0.573, 0.175, -0.390, -0.500, 1.089, 0.149, -0.108, 0.008, -0.067, -0.006, -0.089, -0.063, 0.071, 0.098, 0.048, 0.081, 0.004, 0.262, -0.061, 0.138, 0.191, -0.042, -0.031, 0.987, 0.261, 0.110, 0.020, 0.129, 0.088, 0.101

***

(4)
C22H22AgNO5S3 as an isolated structure, computed with ωB97M-V/def2-TZVPD.

Output
HOMO level (eV): -1.260
Frontier orbital gap (eV): 5.4
E_LUMO (eV): 4.143
Energy (eV): -71404.9588
Largest force on an atom (eV/Å): 0.640

Structure (ORCA input):
```
! RIJCOSX wB97M-V def2-TZVPD def2/J DEFGRID3
* xyz -2 1
Ag 1.57 0.62 2.13
C -3.27 2.66 1.25
C -2.71 1.31 1.59
C -2.65 0.29 0.64
C -1.96 -0.89 0.89
C -1.94 -1.98 -0.15
C -1.28 -1.05 2.10
C -1.42 -0.08 3.10
C -0.79 -0.23 4.46
C -2.13 1.08 2.83
C -0.28 -2.18 2.27
O -0.69 -3.35 2.26
O 0.92 -1.79 2.36
H -3.87 2.62 0.34
H -2.45 3.37 1.09
H -3.89 3.05 2.05
H -3.11 0.44 -0.33
H -2.69 -1.78 -0.92
H -2.12 -2.95 0.30
H -0.97 -2.05 -0.65
H -0.32 -1.21 4.59
H -1.55 -0.11 5.24
H -0.03 0.54 4.62
H -2.15 1.86 3.58
N 2.77 -0.45 0.25
S 1.45 -0.85 -0.51
C 0.81 0.53 -1.46
C -0.15 0.32 -2.46
C -0.72 1.41 -3.08
C -0.34 2.71 -2.71
C 0.58 2.90 -1.70
C 1.17 1.81 -1.06
C 1.84 -1.93 -1.90
C 1.49 -3.26 -1.76
C 1.83 -4.17 -2.76
C 2.54 -3.74 -3.87
C 2.90 -2.40 -4.00
C 2.55 -1.49 -3.01
H 3.40 0.07 -0.37
H -0.44 -0.68 -2.73
H -1.46 1.26 -3.86
H -0.80 3.56 -3.19
H 0.84 3.89 -1.35
H 1.84 1.97 -0.22
H 0.96 -3.58 -0.87
H 1.56 -5.21 -2.65
H 2.81 -4.45 -4.64
H 3.45 -2.07 -4.87
H 2.81 -0.45 -3.11
O 0.20 2.67 1.46
S 1.09 3.27 2.50
O 0.75 4.66 2.76
O 1.02 2.43 3.73
S 3.03 3.09 1.79
*
```

Taken from the Löwdin analysis, the atomic charges in e are: 0.669, -0.060, -0.285, -0.026, -0.216, -0.052, -0.085, -0.225, -0.047, -0.028, -0.706, -0.041, -0.111, 0.061, 0.075, 0.067, 0.102, 0.069, 0.071, 0.031, 0.072, 0.073, 0.053, 0.126, -0.347, 0.973, -0.379, -0.104, -0.103, -0.096, -0.062, -0.105, -0.378, -0.074, -0.087, -0.110, -0.093, -0.080, -0.003, 0.104, 0.090, 0.090, 0.113, -0.004, 0.114, 0.097, 0.090, 0.094, 0.116, -0.496, -0.023, -0.460, -0.521, 0.056